[1]
# C10H10FNS

A cluster of 2 separate species, C10H10FNS in total at a distorted geometry (wB97M-V/def2-TZVPD, OMol25).

Element x y z (Å)
S -0.888 1.943 -1.785
F -0.528 2.008 1.399
N 2.521 2.312 -0.481
C 0.475 -1.922 2.041
C 0.589 1.027 -1.532
C 1.655 1.746 -0.981
C 0.898 -0.142 -2.411
C 0.529 -1.404 0.750
C -0.251 0.209 2.888
C 0.180 -0.097 0.564
C -0.197 0.720 1.597
C -2.106 0.594 -1.798
C 0.093 -1.113 3.097
H -0.543 0.865 3.695
H -2.136 0.099 -2.764
H 0.845 -2.031 -0.073
H -3.068 1.051 -1.587
H 0.074 -1.512 4.101
H 0.047 -0.815 -2.497
H -1.843 -0.105 -1.004
H 1.749 -0.695 -2.015
H 1.158 0.214 -3.413
H 0.749 -2.953 2.210

The net charge is 0. As for the largest force on an atom: 0.074 hartree/bohr. For the molar mass, the calculation gives 195.26 g mol⁻¹. The calculation puts the highest occupied orbital energy (alpha / beta) at -0.3109 / -0.3109 Ha. For the frontier orbital gap (alpha / beta), the calculation gives 7.7 / 7.7 eV.

=====

[2]
# C24H26BrN3O4S

An isolated molecule of C24H26BrN3O4S (wB97M-V/def2-TZVPD, OMol25).

Element x y z (Å)
Br -4.882 -0.872 0.905
S 2.391 -1.531 -0.355
O 2.659 -1.806 -1.738
O 3.451 -1.717 0.595
O -2.384 -0.357 -0.641
O -0.940 -2.991 1.707
N 3.945 1.103 0.291
N -1.602 1.707 -0.040
N 1.185 -2.536 0.177
C -0.225 1.486 0.089
C -0.123 -2.965 -1.830
C -1.331 -3.317 -2.412
C -6.319 1.324 -0.140
C -2.430 -3.579 -1.620
C -5.370 3.206 -1.285
C -0.022 -2.864 -0.452
C 4.289 1.186 2.715
C 1.754 0.142 -0.154
C 4.687 0.470 -0.775
C -2.567 0.817 -0.400
C 0.566 2.501 0.629
C 5.422 1.511 -1.624
C -4.108 2.661 -1.136
C -3.927 1.441 -0.488
C 0.389 0.294 -0.278
C 4.714 1.723 1.351
C 2.584 1.187 0.286
C -2.339 -3.490 -0.239
C -6.475 2.538 -0.783
C 1.929 2.356 0.726
C -5.052 0.779 -0.005
C -1.144 -3.125 0.355
C -2.021 -3.258 2.568
H 4.309 0.099 2.690
H 4.712 2.225 -2.037
H -2.864 -2.589 2.374
H -0.209 -0.522 -0.644
H -1.903 2.639 0.211
H -1.404 -3.384 -3.487
H 5.760 1.465 1.182
H 5.931 1.014 -2.445
H 1.127 -2.556 1.184
H 4.634 2.818 1.327
H -7.463 2.959 -0.896
H -3.374 -3.851 -2.068
H 5.395 -0.251 -0.356
H 3.279 1.504 2.962
H 4.000 -0.079 -1.416
H -3.214 -3.683 0.361
H -5.491 4.148 -1.796
H 4.967 1.540 3.488
H -2.354 -4.297 2.480
H 0.103 3.422 0.959
H 2.511 3.173 1.120
H -1.643 -3.084 3.574
H -3.250 3.170 -1.554
H 6.159 2.055 -1.039
H 0.747 -2.754 -2.428
H -7.172 0.795 0.255

The net charge is 0. As for the largest force on an atom: 0.015 hartree/bohr. For the molar mass, the calculation gives 532.46 g mol⁻¹. As for the SMILES: CCN(CC)c1ccc(NC(=O)c2ccccc2Br)cc1S(=O)(=O)Nc1ccccc1OC. The calculation puts the highest occupied orbital energy at -0.2745 Ha. For the frontier orbital gap, the calculation gives 7.9 eV.

=====

[3]
# C25H21BHgN12S

A structure of composition C25H21BHgN12S (wB97M-V/def2-TZVPD, OMol25).

Element x y z (Å)
Hg -0.180 -0.079 -0.620
S -3.559 0.012 1.309
N 0.557 -1.143 1.320
N -2.047 -2.594 -1.638
N 2.276 -1.679 -1.479
N -3.899 2.748 0.031
N 3.174 -0.350 0.480
N 3.179 -4.120 -0.142
N 1.441 -2.115 0.977
N 2.389 0.750 0.410
N 1.676 -0.571 -1.992
N -2.421 1.003 0.572
N -0.378 2.221 -0.710
N 3.705 -2.904 0.169
C 2.027 -2.030 -3.655
C 0.711 2.858 -1.137
C -7.453 2.335 0.942
C 4.377 1.331 1.295
C 0.718 4.218 -1.406
C 5.014 -3.057 0.487
C -1.590 4.253 -0.803
C -6.276 2.875 0.436
C -6.234 0.401 1.669
C 1.518 -0.784 -3.294
C -7.433 1.098 1.560
C -0.020 -3.032 2.371
C 3.105 1.750 0.885
C -0.325 -1.690 2.149
C 1.104 -3.258 1.604
C 5.343 -4.386 0.389
C -5.061 0.938 1.170
C -5.084 2.183 0.550
C -1.358 -1.745 -1.267
C -2.673 2.134 0.056
C 2.492 -2.563 -2.473
C -0.458 4.923 -1.243
C -1.520 2.895 -0.527
C 4.148 -5.005 -0.010
C 4.369 -0.014 1.021
B 2.661 -1.757 0.039
H -3.997 3.624 -0.442
H 1.035 -0.038 -3.904
H 2.681 2.739 0.958
H 5.172 1.908 1.732
H 6.307 -4.824 0.575
H -1.141 -1.095 2.531
H 5.683 -2.262 0.747
H 1.583 2.239 -1.293
H 3.949 -6.046 -0.209
H -6.214 -0.573 2.142
H -2.497 4.817 -0.647
H 2.958 -3.509 -2.279
H 5.146 -0.724 1.200
H -6.284 3.842 -0.053
H -0.534 -3.741 2.995
H -0.506 5.984 -1.445
H -8.342 0.666 1.954
H 2.054 -2.486 -4.628
H -8.378 2.886 0.846
H 1.628 4.689 -1.748
H 1.681 -4.152 1.471

As for the energy above the lowest of the compared OMol25 structures with the same formula, charge and spin: 1.149 eV. The net charge is 0. As for the largest force on an atom: 0.010 hartree/bohr. For the molar mass, the calculation gives 733.00 g mol⁻¹. The calculation puts the highest occupied orbital energy at -0.2861 Ha. For the frontier orbital gap, the calculation gives 7.0 eV.

=====

[4]
# C4H9NO

A cluster of 2 separate species, C4H9NO in total at a distorted geometry (wB97M-V/def2-TZVPD, OMol25).

Element x y z (Å)
O -0.935 2.570 1.114
N -1.086 -0.512 -0.064
C 0.097 0.259 0.139
C 0.027 -0.546 -1.060
C 0.727 -1.880 -1.028
C 0.721 0.780 1.189
H -1.855 0.052 -0.431
H -1.481 1.907 1.557
H 0.135 -2.601 -1.600
H -0.159 -0.112 -2.041
H 1.741 -1.838 -1.433
H -0.608 2.065 0.347
H 1.621 1.381 1.119
H 0.771 -2.224 0.011
H 0.283 0.700 2.180

As for the energy above the lowest of the compared OMol25 structures with the same formula, charge and spin: 3.745 eV. The net charge is 0. As for the largest force on an atom: 0.025 hartree/bohr. For the molar mass, the calculation gives 87.12 g mol⁻¹. As for the SMILES: C=C1N[C@@H]1C.O. The calculation puts the highest occupied orbital energy at -0.3247 Ha. For the frontier orbital gap, the calculation gives 9.7 eV.

=====

[5]
# C7H5NNiO7

A structure of composition C7H5NNiO7 at a distorted geometry (wB97M-V/def2-TZVPD, OMol25).

Element x y z (Å)
Ni -1.093 1.934 -0.445
O -2.300 0.613 1.886
O 0.332 -1.058 -0.549
O 0.873 0.069 1.382
O 1.118 2.978 1.219
O -2.945 4.498 -1.020
O -2.375 -0.099 -2.137
O 0.769 1.903 -2.720
N 1.108 -3.201 0.301
C 0.927 -0.884 0.573
C -1.865 0.661 -1.452
C 0.017 1.930 -1.852
C -1.844 1.163 0.988
C 1.805 -2.087 0.973
C -2.257 3.601 -0.872
C 0.255 2.461 0.655
H 1.883 -2.249 2.041
H 0.356 -3.544 0.918
H 0.697 -2.742 -0.550
H 1.727 -3.975 0.105
H 2.813 -1.974 0.556

The net charge is +2. As for the multiplicity: 3. As for the largest force on an atom: 0.165 hartree/bohr. For the molar mass, the calculation gives 273.81 g mol⁻¹. The calculation puts the highest occupied orbital energy (alpha / beta) at -0.6249 / -0.6405 Ha. For the frontier orbital gap (alpha / beta), the calculation gives 8.8 / 5.6 eV.

=====

[6]
# C2H8N2O2

A cluster of 2 separate species, C2H8N2O2 in total at a distorted geometry (wB97M-V/def2-TZVPD, OMol25).

Element x y z (Å)
O -1.461 1.644 -0.921
O -0.088 -2.409 0.633
N -0.332 -0.158 1.062
N 0.979 0.047 -0.935
C -0.780 -1.485 1.019
C 0.973 0.105 0.529
H -1.613 2.259 -1.579
H -1.058 0.536 0.897
H -0.632 1.169 -1.226
H 1.912 0.316 -1.284
H 1.314 1.135 0.833
H 0.840 -0.959 -1.249
H 1.722 -0.609 0.846
H -1.779 -1.591 1.375

As for the energy above the lowest of the compared OMol25 structures with the same formula, charge and spin: 1.458 eV. The net charge is +1. As for the multiplicity: 2. As for the largest force on an atom: 0.080 hartree/bohr. For the molar mass, the calculation gives 92.10 g mol⁻¹. The calculation puts the highest occupied orbital energy (alpha / beta) at -0.5691 / -0.5634 Ha. For the frontier orbital gap (alpha / beta), the calculation gives 10.7 / 5.4 eV.

=====

Which of these has the lowest largest force on an atom? C25H21BHgN12S

=====

Among the records above, which one has the lowest largest force on an atom? C25H21BHgN12S

=====

What is the net charge in the third record? 0